1.
7 unconnected molecules or ions with the total composition C34H86ClN6O15 at a distorted geometry, computed with ωB97M-V with the def2-TZVPD basis set.

Element x y z (Å)
Cl -0.2804 0.5385 1.4691
O -1.2115 -0.0970 0.5492
O 0.6925 -0.4652 1.8202
O 0.3732 1.6509 0.8440
O -1.0550 1.1012 2.5402
C 9.2328 -0.1104 0.2128
O 8.7084 -0.8317 -0.9435
C 8.8773 -0.2377 -2.3030
C 7.9774 0.9745 -2.5048
N 6.5964 0.5681 -2.5504
C 5.7417 1.7542 -2.4331
C 4.2818 1.1630 -2.4460
O 4.0752 0.3772 -1.2371
C 2.7902 -0.1689 -1.1654
H 8.9932 0.9489 0.3052
H 10.3220 -0.1374 0.2428
H 9.0181 -0.5345 1.1937
H 8.6862 -1.0037 -3.0546
H 9.9185 -0.0597 -2.5719
H 8.3413 1.4955 -3.3904
H 8.1211 1.6365 -1.6509
H 6.3102 -0.1444 -1.8942
H 5.8437 2.3338 -3.3506
H 5.9201 2.3147 -1.5154
H 4.2429 0.5710 -3.3604
H 3.5334 1.9554 -2.4393
H 2.8164 -0.9389 -0.3944
H 2.4586 -0.6889 -2.0642
H 2.0821 0.5813 -0.8132
C -3.6576 -9.6988 -0.9985
O -3.6302 -9.1835 0.3505
C -2.5209 -9.6731 1.1289
C -1.1646 -9.1652 0.6188
N -1.0850 -7.7519 0.8458
C 0.0908 -7.2379 0.1343
C 0.2496 -5.7655 0.4959
O -0.8719 -4.9585 0.2161
C -0.7785 -3.6151 0.6017
H -4.7225 -9.6834 -1.2305
H -3.3845 -10.7485 -1.1063
H -3.0476 -9.1018 -1.6764
H -2.6194 -10.7475 0.9736
H -2.7464 -9.3509 2.1454
H -1.1165 -9.3495 -0.4544
H -0.4091 -9.7260 1.1691
H -1.9831 -7.3810 0.5705
H -0.1224 -7.3572 -0.9280
H 1.0979 -7.6037 0.3342
H 1.0424 -5.3802 -0.1453
H 0.5499 -5.6154 1.5329
H -0.8326 -3.3995 1.6688
H -1.4726 -2.9887 0.0415
H 0.1873 -3.2688 0.2337
C -3.6887 -1.6890 -1.6078
O -3.7137 -0.2701 -1.6651
C -2.8719 0.2175 -2.7117
C -3.0256 1.7224 -2.7172
N -2.5042 2.2385 -1.4663
C -2.8296 3.6863 -1.4254
C -2.1501 4.2838 -0.1853
O -2.4558 3.5707 1.0298
C -1.9349 4.2650 2.1746
H -2.7218 -2.1218 -1.8645
H -4.4970 -2.1015 -2.2117
H -3.8385 -2.0811 -0.6019
H -3.1338 -0.1208 -3.7142
H -1.8201 -0.0433 -2.5943
H -4.1023 1.8646 -2.6245
H -2.6351 2.2016 -3.6149
H -1.5139 2.0670 -1.5667
H -3.9048 3.8639 -1.4053
H -2.5715 4.2699 -2.3091
H -2.3589 5.3536 -0.1947
H -1.0812 4.2967 -0.3983
H -2.1715 3.7961 3.1297
H -2.3747 5.2504 2.3283
H -0.8531 4.3678 2.0894
C -3.9406 5.8725 -4.7269
O -2.5292 6.0408 -4.2985
C -2.4163 7.0293 -3.2497
C -0.8521 7.2044 -2.9635
N -0.2997 6.0435 -2.2564
C 0.3429 5.0860 -3.0946
C 1.1632 4.1143 -2.2402
O 2.2351 4.7981 -1.6100
C 2.8401 4.0839 -0.5148
H -4.4350 5.2421 -3.9879
H -4.0149 5.2704 -5.6325
H -4.6026 6.7227 -4.8914
H -2.9295 6.6434 -2.3689
H -2.7861 8.0231 -3.5022
H -0.7306 8.0946 -2.3463
H -0.3788 7.3708 -3.9312
H 0.3759 6.3252 -1.5605
H 1.0104 5.6424 -3.7526
H -0.4677 4.6349 -3.6669
H 1.6148 3.3611 -2.8860
H 0.5197 3.5748 -1.5453
H 3.1682 3.0703 -0.7452
H 2.0663 3.9612 0.2430
H 3.7343 4.6111 -0.1822
C -3.9552 -2.1305 2.7088
O -3.9862 -0.7451 2.8590
C -3.7827 -0.4153 4.2689
C -3.7413 1.0868 4.6023
N -4.6365 1.9196 3.7221
C -6.0077 1.8161 4.2125
C -7.0241 2.6466 3.3757
O -6.9879 1.9642 2.1085
C -8.0356 2.2322 1.2420
H -4.8743 -2.4808 3.1784
H -3.0894 -2.6555 3.1124
H -3.9641 -2.4279 1.6602
H -2.8179 -0.8068 4.5916
H -4.5476 -0.8449 4.9158
H -2.7370 1.4852 4.4580
H -3.9251 1.2595 5.6627
H -4.4097 2.8693 3.9805
H -6.0039 2.1766 5.2412
H -6.3374 0.7788 4.2702
H -6.7563 3.6960 3.2521
H -8.0347 2.6577 3.7840
H -8.2611 3.2969 1.1817
H -8.9242 1.7332 1.6286
H -7.7878 1.8542 0.2502
C 5.9729 -1.7067 0.7791
C 5.5469 -1.6801 2.2749
C 5.3257 -3.1285 2.7570
O 4.4074 -3.8062 1.9635
C 3.0475 -3.4026 2.0787
N 6.5198 -0.9369 3.0412
H 5.1548 -1.9090 0.0878
H 6.8024 -2.3945 0.6150
H 6.4036 -0.7721 0.4195
H 4.5970 -1.1456 2.2850
H 5.1255 -3.0401 3.8248
H 6.2524 -3.6952 2.6666
H 3.0065 -2.3666 1.7423
H 2.7276 -3.5341 3.1124
H 2.4587 -4.0823 1.4627
H 6.5621 0.0459 2.8123
H 6.3217 -0.9154 4.0313

The total charge is -1. The calculation puts the electronic energy at -3263.7911 a.u.

Löwdin atomic charge list, values in e, 6 entries: Cl 0.624; O -0.373; O -0.381; O -0.391; O -0.352; C -0.106

---

2.
11 unconnected molecules or ions with the total composition C34H93N3O22 at a distorted geometry, computed with ωB97M-V with the def2-TZVPD basis set.

Element x y z (Å)
C -22.6813 13.0881 -5.4799
O -21.9703 14.1167 -6.0527
C -22.8054 15.1641 -6.5486
C -21.9243 16.4255 -6.5378
N -20.9095 16.2218 -7.5436
C -19.9106 17.2977 -7.2608
C -20.3238 18.7166 -7.6905
O -19.3471 19.7242 -7.4980
C -18.0863 19.5056 -8.1180
H -23.2065 13.5252 -4.6307
H -22.0939 12.2030 -5.2354
H -23.4644 12.7349 -6.1508
H -23.6373 15.4200 -5.8924
H -23.2249 14.8202 -7.4940
H -21.4259 16.4719 -5.5695
H -22.5371 17.3236 -6.6151
H -20.5118 15.3268 -7.2969
H -19.0032 17.0308 -7.8026
H -19.6393 17.3675 -6.2074
H -21.2510 19.0404 -7.2178
H -20.5264 18.6870 -8.7611
H -17.4877 20.4084 -8.2395
H -18.2161 19.1098 -9.1253
H -17.5212 18.8005 -7.5084
C -21.2794 26.4902 -12.4226
O -22.3393 25.9401 -11.6155
C -22.0679 24.6433 -11.0937
C -23.3467 24.0512 -10.6226
N -24.2931 23.7532 -11.7320
C -25.4479 23.0171 -11.2421
C -26.5862 22.9109 -12.3396
O -27.0374 24.2218 -12.7843
C -27.9357 24.2050 -13.8315
H -21.6234 27.4977 -12.6566
H -21.2775 25.9174 -13.3500
H -20.2898 26.4508 -11.9673
H -21.2162 24.6267 -10.4138
H -21.7741 24.0475 -11.9579
H -23.7100 24.8284 -9.9502
H -23.1424 23.1922 -9.9834
H -24.5986 24.6145 -12.1620
H -25.7885 23.5512 -10.3550
H -25.0900 22.0606 -10.8612
H -27.4460 22.4129 -11.8916
H -26.2276 22.3709 -13.2159
H -28.2461 25.2322 -14.0230
H -28.7978 23.6051 -13.5400
H -27.5290 23.6984 -14.7067
C -19.0503 17.1202 -12.9253
O -18.4857 16.0829 -13.7885
C -19.3551 15.0676 -14.2018
C -18.7259 14.2206 -15.2797
N -17.3979 13.6866 -15.0192
C -17.0000 12.7065 -16.0402
C -15.5877 12.1059 -15.6719
O -15.7742 11.3393 -14.5011
C -14.6739 10.7712 -13.9259
H -19.1718 16.8121 -11.8868
H -20.0746 17.3988 -13.1730
H -18.3897 17.9789 -12.8058
H -20.2071 15.5899 -14.6371
H -19.6118 14.3953 -13.3832
H -18.7256 14.7820 -16.2140
H -19.5215 13.5072 -15.4942
H -16.7812 14.4862 -14.9966
H -16.9371 13.1867 -17.0167
H -17.7101 11.8899 -16.1702
H -14.8575 12.9072 -15.5586
H -15.2334 11.4174 -16.4391
H -13.8871 11.4798 -13.6672
H -14.1832 10.1463 -14.6721
H -14.8600 10.1070 -13.0819
C -19.6308 23.9967 -6.7519
C -20.1928 23.2270 -7.9726
O -20.8584 22.0316 -7.6079
O -18.4746 23.3726 -6.2383
H -20.4378 24.2161 -6.0529
H -19.2980 25.0142 -6.9570
H -19.4232 23.0516 -8.7242
H -20.8907 23.9381 -8.4146
H -20.2265 21.3376 -7.4059
H -18.7403 23.0017 -5.3936
C -15.1951 19.2676 -10.8931
C -15.5117 17.7689 -11.0000
O -16.7827 17.5363 -10.4174
O -13.8585 19.3980 -11.3813
H -15.4018 19.7400 -9.9327
H -15.8458 19.7973 -11.5889
H -14.7722 17.2133 -10.4233
H -15.4238 17.3810 -12.0148
H -17.1636 16.7072 -10.7159
H -13.8558 19.6031 -12.3191
C -23.9490 17.5399 -14.3242
C -24.6500 16.1987 -13.9674
O -23.8492 15.0354 -14.0514
O -24.8555 18.5769 -13.9452
H -23.7533 17.5272 -15.3964
H -23.0196 17.5599 -13.7551
H -25.6025 16.0563 -14.4778
H -24.9546 16.2535 -12.9222
H -23.7522 14.9493 -15.0026
H -25.2228 18.8387 -14.7927
C -19.4178 21.0328 -11.7424
C -20.5423 20.0094 -11.5453
O -21.2758 19.7584 -12.7188
O -19.8823 22.2574 -12.2093
H -18.6106 20.6587 -12.3722
H -19.0006 21.2473 -10.7586
H -21.3224 20.3051 -10.8438
H -20.0254 19.1663 -11.0869
H -21.7067 20.5816 -12.9604
H -20.0825 22.1514 -13.1421
C -17.9667 24.7105 -14.1636
C -18.1806 26.1938 -14.2399
O -18.7793 26.6864 -15.4532
O -16.9899 24.2423 -15.0579
H -18.8797 24.1258 -14.2755
H -17.6969 24.4470 -13.1409
H -17.1964 26.6624 -14.2461
H -18.6823 26.5942 -13.3589
H -18.0964 26.8097 -16.1165
H -17.4444 24.1403 -15.8973
C -22.7156 22.5000 -14.4453
C -21.7761 21.6262 -15.2865
O -20.4207 21.9080 -15.0100
O -22.8680 21.9284 -13.1533
H -23.6903 22.4798 -14.9328
H -22.2906 23.5030 -14.4068
H -21.8608 21.8767 -16.3439
H -21.9591 20.5533 -15.2274
H -19.9557 21.0982 -15.2326
H -23.3827 22.5204 -12.6000
C -24.0258 19.0954 -10.4634
C -25.5346 18.9271 -10.5786
O -25.8092 19.7392 -11.7479
O -23.5342 18.6646 -9.1951
H -23.8035 20.1479 -10.6391
H -23.5985 18.5031 -11.2726
H -26.0581 19.4778 -9.7971
H -25.8201 17.8878 -10.7414
H -25.4648 19.3701 -12.5645
H -22.5956 18.5010 -9.3129
C -21.7864 14.5376 -11.0580
C -22.4152 15.9526 -10.8658
O -21.5348 16.8461 -10.1523
O -21.6144 13.8082 -9.8584
H -20.7966 14.6234 -11.5063
H -22.3736 13.9501 -11.7638
H -23.3032 15.8168 -10.2484
H -22.6285 16.4253 -11.8245
H -21.3767 16.6160 -9.2338
H -21.1636 14.4490 -9.3036

The calculation puts the electronic energy at -3170.4353 a.u. As for the SMILES: COCCNCCOC.COCCNCCOC.COCCNCCOC.OCCO.OCCO.OCCO.OCCO.OCCO.OCCO.OCCO.OCCO.

Löwdin atomic charge list, values in e, 6 entries: C -0.131; O -0.201; C -0.186; C -0.192; N -0.055; C -0.160

---

3.
9 unconnected molecules or ions with the total composition C34H93N7O9 at a distorted geometry, computed with ωB97M-V with the def2-TZVPD basis set.

Element x y z (Å)
C 7.1164 0.5569 18.1831
C 7.6794 -0.8055 17.7549
C 8.9912 -1.0446 18.4355
O 8.7537 -0.9480 19.8355
C 10.0133 -1.1670 20.3771
N 6.6714 -1.8626 17.8828
H 7.9268 1.2541 18.0344
H 6.7402 0.5991 19.1914
H 6.1805 0.8174 17.6300
H 7.9892 -0.8075 16.6936
H 9.7339 -0.2438 18.2376
H 9.3402 -2.0432 18.1811
H 10.7579 -0.3929 20.1960
H 10.3845 -2.1965 20.0730
H 9.7740 -1.2309 21.4589
H 7.0810 -2.7442 17.6134
H 6.3272 -2.0059 18.8278
C -1.2966 -2.1264 22.3069
C -0.3424 -2.1560 21.1625
C 0.7331 -1.1469 21.4414
O 0.2409 0.2181 21.1649
C 1.4028 1.0080 21.2356
N 0.2880 -3.4480 21.1506
H -1.8872 -1.2328 22.3499
H -0.7790 -2.1140 23.2687
H -1.9884 -2.9849 22.3802
H -0.8375 -1.8873 20.2178
H 1.5831 -1.2727 20.7409
H 1.0331 -1.2401 22.4843
H 1.0459 2.0340 21.0354
H 2.2243 0.8124 20.5284
H 1.8434 1.0397 22.2425
H -0.3812 -4.1748 21.2923
H 0.8130 -3.5862 20.3043
C 8.7712 3.6198 22.9658
C 8.3932 2.1877 22.6367
C 7.1636 1.8273 23.5019
O 6.1318 2.6605 23.0778
C 5.0235 2.4796 23.9194
N 8.1360 1.9379 21.2195
H 7.9660 4.2795 22.6466
H 9.7268 3.9169 22.5104
H 8.9259 3.7852 24.0453
H 9.1076 1.4419 22.9663
H 7.3976 1.9438 24.5548
H 6.7734 0.8143 23.3404
H 5.3200 2.6751 24.9619
H 4.6133 1.4450 23.8772
H 4.2150 3.1922 23.6473
H 7.4366 2.6167 20.9471
H 7.7292 1.0107 21.0376
C 2.6718 -5.6849 16.9282
C 2.4822 -5.4059 18.4493
C 3.5817 -6.1417 19.2556
O 3.3484 -7.5216 19.1460
C 4.2565 -8.1813 20.0462
N 2.7529 -4.0200 18.8524
H 2.0639 -5.0544 16.2737
H 2.5118 -6.7335 16.6458
H 3.7250 -5.3914 16.6981
H 1.4964 -5.7752 18.7146
H 3.5186 -5.8242 20.3191
H 4.5718 -5.8437 18.9172
H 4.0877 -7.8523 21.0759
H 5.3034 -7.9572 19.8149
H 4.0977 -9.2591 19.9866
H 2.5426 -3.3394 18.1228
H 3.7549 -3.9635 18.9948
C 6.6618 -6.0367 21.6472
C 7.9371 -5.3416 21.2055
C 8.0555 -5.3153 19.7182
O 9.2701 -4.6991 19.3582
C 10.3267 -5.5282 19.1059
N 7.8470 -3.9236 21.6035
H 5.7543 -5.6690 21.1450
H 6.4976 -5.8966 22.7144
H 6.7724 -7.1346 21.5475
H 8.7830 -5.8888 21.5447
H 7.2343 -4.7087 19.2992
H 8.0569 -6.3484 19.3664
H 11.2349 -4.9505 19.1818
H 10.2374 -5.8764 18.0708
H 10.4071 -6.3552 19.8278
H 7.9545 -3.8135 22.6198
H 8.5770 -3.3689 21.1311
C 4.6580 -1.2789 25.7165
C 5.6782 -0.4389 26.4486
C 4.9326 0.6445 27.2659
O 5.8876 1.4438 27.9419
C 5.2162 2.3587 28.8204
N 6.4835 -1.3496 27.2896
H 3.9129 -1.6654 26.4308
H 5.1729 -2.1133 25.2528
H 4.1523 -0.7445 24.9217
H 6.3386 0.0720 25.7091
H 4.3496 0.1366 28.0494
H 4.2955 1.2561 26.6001
H 5.9525 2.6770 29.5479
H 4.4527 1.7669 29.3409
H 4.8466 3.1866 28.2446
H 7.0164 -0.7909 27.9641
H 5.8443 -1.8911 27.8862
C 5.6535 -8.6440 27.7546
C 4.9898 -8.9306 26.4579
C 5.1908 -7.6980 25.6177
O 4.6953 -6.5239 26.2778
C 4.7227 -5.4710 25.3783
N 5.5484 -10.0772 25.7047
H 5.1963 -7.7009 28.1064
H 6.7399 -8.5134 27.6674
H 5.4337 -9.4764 28.4255
H 3.8992 -9.0388 26.5432
H 4.7737 -7.8176 24.5971
H 6.2653 -7.5667 25.4547
H 4.1620 -5.7063 24.4695
H 5.7647 -5.2890 25.1048
H 4.3147 -4.5464 25.8360
H 5.5079 -10.9164 26.2785
H 6.5119 -9.9651 25.3698
C 2.7992 0.7933 16.6017
C 2.3288 -0.4798 17.3628
C 0.7823 -0.5445 17.4139
O 2.8148 -1.6604 16.7000
H 3.9046 0.7732 16.4205
H 2.5826 1.6476 17.1911
H 2.2446 0.9457 15.6741
H 2.7555 -0.3848 18.3918
H 0.3814 0.3380 17.9638
H 0.5066 -1.4303 17.9816
H 0.3378 -0.5507 16.4185
H 3.7733 -1.6553 16.7747
C 4.1813 -3.1282 22.4201
C 4.5408 -2.2585 21.2001
C 4.9724 -0.8942 21.6332
O 5.4724 -2.9158 20.3183
H 3.9322 -4.1680 22.1924
H 3.2431 -2.6921 22.8145
H 5.0257 -3.0856 23.1365
H 3.6551 -2.1471 20.5475
H 5.8371 -0.8489 22.2879
H 4.1165 -0.4166 22.1795
H 5.0598 -0.2664 20.7652
H 6.2871 -3.2288 20.7500

The calculation puts the electronic energy at -2411.5047 a.u. As for the SMILES: COC[C@H](C)N.COC[C@H](C)N.COC[C@H](C)N.COC[C@H](C)N.COC[C@H](C)N.COC[C@H](C)N.COC[C@H](C)N.CC(C)O.CC(C)O.

Löwdin atomic charge list, values in e, 6 entries: C -0.046; C -0.423; C -0.221; O -0.204; C -0.153; N 0.069